No. 1
A single C7H10 molecule in a non-equilibrium geometry, computed with the ωB97M-V functional and the def2-TZVPD basis.

Calculated values
Structure (SMILES): C[C@@H]1[C@@H]2C=CC[C@H]12
Kohn-Sham gap (eV): 9.5413

Geometry (Å):
C1 -1.798 0.516 -0.143
C2 -0.935 -0.712 -0.181
C3 0.084 -1.041 0.858
C4 0.924 0.037 1.414
C5 1.451 0.874 0.514
C6 1.197 0.447 -0.901
C7 0.390 -0.827 -0.830
H1 -2.288 0.656 -1.113
H2 -2.567 0.374 0.624
H3 -1.224 1.414 0.107
H4 -1.490 -1.619 -0.422
H5 -0.156 -1.859 1.560
H6 1.193 0.057 2.469
H7 2.130 1.680 0.767
H8 0.472 1.019 -1.495
H9 2.122 0.436 -1.499
H10 0.495 -1.454 -1.730

***

No. 2
A single C7H10 molecule in a non-equilibrium geometry, computed with the ωB97M-V functional and the def2-TZVPD basis.

Calculated values
Structure (SMILES): C[C@@H]1[C@@H]2C=CC[C@H]12
Kohn-Sham gap (eV): 9.6577

Geometry (Å):
C1 1.147 -0.956 -1.145
C2 0.417 0.348 -1.110
C3 0.300 1.274 0.025
C4 0.578 0.570 1.324
C5 -0.396 -0.270 1.687
C6 -1.532 -0.246 0.695
C7 -0.983 0.617 -0.436
H1 1.037 -1.395 -2.143
H2 2.215 -0.812 -0.952
H3 0.756 -1.665 -0.409
H4 0.434 0.886 -2.072
H5 0.595 2.312 -0.078
H6 1.527 0.682 1.834
H7 -0.394 -0.896 2.576
H8 -1.814 -1.236 0.321
H9 -2.442 0.175 1.164
H10 -1.383 0.543 -1.415

***

No. 3
A molecular structure, C7H10, computed with the ωB97M-V functional and the def2-TZVPD basis.

Calculated values
Kohn-Sham gap (eV): 8.1170

Geometry (Å):
C1 2.083 -0.063 0.130
C2 0.581 0.009 -0.003
C3 -0.358 -0.829 0.872
C4 -1.529 -0.408 -0.039
C5 -0.886 -0.893 -1.354
C6 -1.412 1.124 0.060
C7 -0.104 1.367 0.004
H1 2.585 0.515 -0.652
H2 2.376 0.355 1.101
H3 2.440 -1.097 0.086
H4 -0.405 -0.488 1.911
H5 -0.148 -1.901 0.816
H6 -2.519 -0.835 0.144
H7 -1.043 -0.121 -2.129
H8 0.363 -0.706 -1.056
H9 -2.232 1.832 0.115
H10 0.425 2.313 -0.010

***

No. 4
A single C7H10 molecule in a non-equilibrium geometry, computed with the ωB97M-V functional and the def2-TZVPD basis.

Calculated values
Structure (SMILES): C[C@]12C=C[C@H](C1)C2
Kohn-Sham gap (eV): 9.3945

Geometry (Å):
C1 -0.351 1.721 -0.994
C2 -0.002 0.405 -0.284
C3 0.626 -0.719 -1.061
C4 0.631 -1.736 -0.202
C5 0.002 -1.139 1.089
C6 0.832 0.157 1.161
C7 -1.136 -0.305 0.499
H1 0.513 2.204 -1.462
H2 -1.075 1.520 -1.803
H3 -0.841 2.461 -0.344
H4 1.041 -0.597 -2.052
H5 1.043 -2.725 -0.332
H6 -0.178 -1.844 1.907
H7 1.911 -0.022 1.302
H8 0.471 1.127 1.414
H9 -1.877 -0.840 -0.096
H10 -1.611 0.334 1.258

***

No. 5
A molecular structure, C7H10 in a non-equilibrium geometry, computed with the ωB97M-V functional and the def2-TZVPD basis.

Calculated values
Kohn-Sham gap (eV): 8.5372

Geometry (Å):
C1 0.669 1.432 -0.831
C2 0.708 1.680 0.586
C3 -0.186 0.350 -1.318
C4 -0.180 0.509 1.154
C5 0.479 -0.083 -0.135
C6 -1.601 0.355 1.267
C7 1.472 -1.155 -0.373
H1 1.589 1.635 -1.401
H2 -1.311 0.651 -1.414
H3 0.182 -0.003 -2.286
H4 0.144 0.269 2.092
H5 -2.011 1.314 1.155
H6 -1.906 -0.190 2.201
H7 -2.234 -0.199 0.424
H8 1.850 -1.041 -1.414
H9 0.940 -2.005 -0.322
H10 2.369 -1.192 0.400

***

No. 6
A gas-phase ion, C7H10 (charge +1) in a non-equilibrium geometry, computed with the ωB97M-V functional and the def2-TZVPD basis.

Calculated values
Net charge: +1
Multiplicity: 2
Kohn-Sham gap (spin up / spin down) (eV): 7.2064 / 7.9289

Geometry (Å):
C1 -1.003 1.301 -1.266
C2 -1.161 2.534 -0.750
C3 -1.705 -0.387 0.491
C4 -0.724 0.229 -0.317
C5 0.581 -0.376 -0.404
C6 0.915 -1.473 0.378
C7 2.311 -1.462 0.919
H1 -1.241 1.148 -2.314
H2 -1.738 3.281 -1.291
H3 -1.231 2.684 0.324
H4 -2.203 0.264 1.221
H5 -2.306 -1.242 0.217
H6 1.373 0.082 -0.990
H7 0.090 -2.084 0.724
H8 2.944 -1.878 0.114
H9 2.427 -2.152 1.756
H10 2.669 -0.470 1.185

***

No. 7
A molecular structure, C7H10Br2N2O in a non-equilibrium geometry, computed with the ωB97M-V functional and the def2-TZVPD basis.

Calculated values
Kohn-Sham gap (eV): 7.1911

Geometry (Å):
C1 -0.163 0.473 0.471
C2 2.925 1.276 0.502
C3 3.125 0.006 0.044
C4 -2.389 0.749 -0.103
C5 -1.521 -1.591 0.602
C6 -0.832 -0.523 -1.645
C7 -1.209 -0.293 -0.121
N1 0.753 0.961 0.983
N2 1.813 1.334 1.551
O1 3.343 2.341 0.062
Br1 2.438 -1.502 0.904
Br2 4.574 -0.403 -1.145
H1 -1.993 1.571 -0.664
H2 -3.172 0.116 -0.585
H3 -2.592 1.028 0.934
H4 -2.263 -2.076 0.007
H5 -1.833 -1.427 1.595
H6 -0.735 -2.317 0.572
H7 -0.377 -1.541 -1.654
H8 -0.104 0.215 -2.102
H9 -1.670 -0.603 -2.255
H10 1.882 2.207 2.047

***

No. 8
A single C7H10Cl2O2 molecule in a non-equilibrium geometry, computed with the ωB97M-V functional and the def2-TZVPD basis.

Calculated values
Kohn-Sham gap (eV): 6.9324

Geometry (Å):
C1 2.447 -0.209 0.025
C2 2.391 1.154 0.007
C3 0.143 -0.411 0.688
C4 -0.695 -0.828 1.881
C5 -1.031 -1.137 -1.224
C6 -1.527 1.158 -0.574
C7 -0.412 0.086 -0.578
O1 3.122 -0.971 -0.600
O2 1.305 -0.703 0.925
Cl1 1.610 2.225 1.181
Cl2 3.779 1.856 -0.642
H1 -0.142 -0.541 2.870
H2 -0.832 -1.914 1.786
H3 -1.695 -0.281 1.663
H4 -2.066 -1.325 -0.806
H5 -0.387 -2.038 -1.124
H6 -1.121 -0.892 -2.331
H7 -1.148 2.195 -0.119
H8 -2.358 0.797 -0.153
H9 -1.785 1.463 -1.668
H10 0.403 0.315 -1.206

***

No. 9
A single C7H10ClF3N2 molecule in a non-equilibrium geometry, computed with the ωB97M-V functional and the def2-TZVPD basis.

Calculated values
Kohn-Sham gap (eV): 7.2577

Geometry (Å):
C1 1.611 1.952 -0.670
C2 1.368 -0.111 -0.091
C3 0.214 1.844 -1.191
C4 -1.162 -2.132 -0.437
C5 -1.448 1.762 0.654
C6 -0.643 -1.206 0.675
C7 2.184 -1.229 0.134
N1 0.115 -0.035 0.160
N2 -0.581 1.046 -0.291
F1 1.707 -2.489 -0.312
F2 3.345 -1.090 -0.458
F3 2.419 -1.489 1.413
Cl1 1.587 2.808 0.884
H1 -0.334 2.850 -1.360
H2 0.267 1.268 -2.053
H3 -0.465 -2.425 -1.209
H4 -1.574 -2.928 0.149
H5 -2.118 -1.723 -0.985
H6 -2.172 1.124 0.952
H7 -0.848 2.148 1.499
H8 -1.914 2.583 0.136
H9 -1.577 -0.705 1.070
H10 0.019 -1.823 1.333

***

No. 10
A gas-phase ion, C7H10ClN2O (charge +1) in a non-equilibrium geometry, computed with the ωB97M-V functional and the def2-TZVPD basis.

Calculated values
Net charge: +1
Structure (SMILES): CON(C)[n+]1ccc(Cl)cc1
Kohn-Sham gap (eV): 9.7078

Geometry (Å):
C1 1.463 -1.649 -1.358
O1 1.369 -0.321 -0.785
N1 0.872 -0.307 0.384
C2 1.322 0.721 1.250
N2 -0.783 0.080 0.331
C3 -1.767 -0.169 1.181
C4 -3.025 0.394 1.016
C5 -3.298 1.217 -0.099
Cl1 -4.821 1.963 -0.417
C6 -2.260 1.384 -1.068
C7 -1.040 0.782 -0.812
H1 2.410 -1.917 -1.487
H2 0.898 -1.514 -2.318
H3 0.923 -2.270 -0.683
H4 2.292 0.495 1.531
H5 1.450 1.700 0.658
H6 0.580 0.792 2.053
H7 -1.640 -0.799 2.069
H8 -3.696 0.242 1.804
H9 -2.561 2.037 -1.888
H10 -0.046 0.811 -1.456

***

Looking at energy relative to the best compared isomer or geometry (same formula, charge and spin) for the records above, in order, we have 2.130, 2.399, 5.289, 2.965, 5.826, 2.348, 2.990, 3.783, 1.976, 2.746 eV.